DFT (ωB97M-V/def2-TZVPD) results for an isolated molecule of C3H7FOS.

The calculation puts the relative energy (zero: lowest compared OMol25 entry of this formula, charge and spin) at 130.2 kJ/mol. Its net charge is 0. Its spin multiplicity is 3. The value obtained for the gap between HOMO and LUMO (spin up / spin down) is 6.32 / 9.15 eV.

Each line ends with the Löwdin charge.
Element x y z (Å)
H1 1.01 -1.70 1.30  0.06
H2 -2.43 1.56 0.67  0.08
O1 1.62 1.07 0.23  -0.43
H3 -1.86 1.52 -1.00  0.10
H4 -0.89 2.33 0.25  0.08
H5 2.41 -1.60 0.19  0.06
S1 0.76 0.05 -0.29  0.72
C1 1.32 -1.58 0.27  -0.20
F1 -1.64 -0.95 -0.04  -0.13
H6 0.87 -2.33 -0.36  0.06
H7 1.20 -0.11 -1.67  0.01
C2 -1.54 1.49 0.04  -0.09
C3 -0.81 0.24 0.42  -0.31